Record 1
C28H44FN3O4 | ωB97M-V with the def2-TZVPD basis set

Structure (ORCA input):
```
! RIJCOSX wB97M-V def2-TZVPD def2/J DEFGRID3
* xyz 0 3
C 6.1820 -0.4797 0.4035
C 5.0001 -0.5413 -0.7598
C 3.5682 -0.2152 0.0141
C 3.5358 0.7448 1.3817
C 2.0803 1.0387 2.1517
C 0.7299 0.3948 1.4827
C 0.7811 -0.5065 0.1144
C 2.1842 -0.8672 -0.6560
C -0.7847 -0.8784 -0.1986
O -1.3384 -1.2114 -1.3873
N -1.5053 -0.7142 1.1251
F -1.2420 -1.8968 1.7886
C -0.8535 0.4404 1.9033
O -1.5407 1.2199 2.7476
H 5.7627 -1.0831 1.3351
H 6.3356 0.6299 0.7935
H 7.1877 -0.9616 0.0449
H 5.1994 0.1945 -1.6634
H 4.9703 -1.6754 -1.1318
H 4.5173 1.2336 1.8475
H 1.9915 1.7036 3.1283
H 2.1719 -1.5423 -1.6117
C 1.0536 -7.7552 -4.0564
C 1.8205 -6.4802 -3.5959
C 2.4931 -6.6610 -2.1985
C 1.6374 -6.3626 -0.9741
C 0.8257 -5.0867 -1.1468
C 0.0014 -5.1068 -2.4546
N 0.8698 -5.3212 -3.6654
O 1.6276 -4.1500 -3.8596
C -1.0836 -6.2104 -2.3253
C -0.8331 -3.7930 -2.5732
C 3.0108 -6.3984 -4.6209
H -0.0319 -7.6466 -4.0563
H 1.2831 -8.0083 -5.1010
H 1.3018 -8.6255 -3.4451
H 3.3632 -5.9936 -2.1339
H 2.8963 -7.6792 -2.1058
H 0.9819 -7.2123 -0.7611
H 2.2844 -6.2654 -0.0939
H 0.1626 -4.9611 -0.2808
H 1.5029 -4.2226 -1.1286
H -1.7041 -6.2662 -3.2278
H -1.7536 -5.9986 -1.4840
H -0.6786 -7.2034 -2.1286
H -0.2114 -2.8902 -2.5368
H -1.5474 -3.7072 -1.7448
H -1.4104 -3.7758 -3.5058
H 2.6548 -6.1873 -5.6381
H 3.5578 -7.3499 -4.6527
H 3.7451 -5.6290 -4.3534
C -3.3198 7.8138 3.6816
C -3.6200 7.1982 2.2828
C -4.6219 6.0031 2.3599
C -4.0354 4.6243 2.6349
C -2.7780 4.3693 1.8162
C -1.7399 5.5008 1.9961
N -2.3084 6.8491 1.6426
O -2.4849 6.8847 0.2458
C -1.2304 5.4608 3.4626
C -0.4604 5.1815 1.1610
C -4.4052 8.3503 1.5545
H -2.3106 7.6186 4.0470
H -3.3735 8.9114 3.6589
H -4.0228 7.4661 4.4416
H -5.1546 5.9237 1.4026
H -5.3966 6.2116 3.1109
H -3.8304 4.5127 3.7038
H -4.7839 3.8580 2.3998
H -2.3446 3.4048 2.1116
H -3.0518 4.2590 0.7586
H -0.4843 6.2432 3.6462
H -0.7518 4.4990 3.6805
H -2.0218 5.5639 4.2054
H -0.6742 5.0361 0.0952
H 0.0121 4.2542 1.5084
H 0.2826 5.9828 1.2567
H -3.7642 9.2228 1.3705
H -5.2527 8.6856 2.1667
H -4.8258 8.0313 0.5933
*
```

Output
- Kohn-Sham gap (spin up / spin down) (eV) = 7.171 / 7.764
- E_LUMO (spin up / spin down) (eV) = -1.720 / -1.720
- energy (eV) = -45109.149



Record 2
C28H44N4O4S | ωB97M-V with the def2-TZVPD basis set

Structure (ORCA input):
```
! RIJCOSX wB97M-V def2-TZVPD def2/J DEFGRID3
* xyz 0 1
C 1.8179 -0.5335 -2.0375
C 2.0638 -1.7619 -1.4325
C 3.4615 -1.8126 -0.7441
H 4.2611 -1.7281 -1.2929
H 3.4726 -0.8606 0.2474
C 3.5927 -3.2382 0.2973
N 2.5958 -3.4417 1.4551
C 3.5126 -3.1785 2.6467
H 2.8250 -3.5627 3.4318
C 3.7794 -1.7692 2.9905
N 2.8332 -1.0363 2.7730
C 1.9543 -0.8150 3.8760
O 1.8580 -1.0861 5.1218
C 0.5690 -0.0879 3.3725
C -0.3126 0.2272 4.4732
N -1.6550 0.5957 4.2998
C -2.1221 1.1499 3.0745
C -3.3093 1.5920 2.7866
C -3.5483 2.0761 1.3256
C -2.7519 1.6974 0.3686
C -1.3920 1.3510 0.6853
C -1.0523 0.7468 1.9038
C 0.3313 0.3550 2.0268
O 1.0529 0.2451 1.1606
H -0.5146 1.2923 -0.2520
S -3.2401 2.2174 -1.3482
O -3.5117 0.9853 -1.8294
O -4.2396 3.0610 -1.3695
N -1.8997 2.7968 -1.8040
C -1.8418 4.2584 -1.4067
H -1.7264 4.2684 -0.3845
H -0.7192 4.7875 -1.6202
H -2.5744 4.8882 -1.8342
C -1.5685 2.6622 -3.1356
C -0.0418 2.7464 -3.4409
C 0.3778 2.1837 -5.1009
C -0.3970 3.1968 -5.9387
C -2.1507 2.7555 -5.7396
C -2.2799 3.4093 -4.2803
H -1.9581 4.3201 -4.2000
H -3.5577 3.3003 -4.0749
H -2.3626 1.6418 -5.7812
H -2.5482 3.4958 -6.3080
H -0.3666 2.6797 -6.8273
H -0.0547 4.0747 -5.8705
H 1.2602 2.4692 -5.1757
H -0.1031 1.2506 -4.9880
H 0.3649 2.2606 -2.7655
H 0.4026 3.8536 -3.4826
H -1.7283 1.4313 -3.3304
H -4.5305 2.4546 1.2023
H -3.8998 1.8349 3.5049
C -2.4599 1.0497 5.2346
H -2.8720 1.9335 5.5128
H -3.5632 0.3186 5.1880
H -2.0704 0.3675 6.1433
H -0.1356 -0.1692 5.4950
H 2.4291 -0.6982 1.9883
H 4.6395 -1.4838 2.2237
H 3.9201 -1.9256 3.8635
H 4.2896 -3.7710 2.6803
C 1.7045 -4.4421 1.1944
H 1.5317 -4.4338 0.1677
C 0.4997 -4.3254 2.1609
C -0.3922 -2.9389 1.6385
C -1.2244 -3.2324 0.3695
H -1.7591 -2.3595 0.0804
H -0.5510 -3.7054 -0.6242
H -1.9108 -4.1255 0.7050
H -1.1873 -2.9231 2.2255
H 0.3867 -2.2457 1.2155
H 0.6742 -4.0533 3.0575
H -0.0524 -5.0897 2.0617
H 2.4988 -5.3126 1.4152
H 3.4117 -3.9324 -0.4132
H 4.7086 -3.1179 0.4957
H 2.2504 -2.6675 -2.0997
H 1.3597 -2.0170 -0.6557
H 1.0243 -0.2721 -2.7045
H 2.5942 -0.2951 -2.6682
H 1.8273 0.1675 -1.1800
*
```

Output
- Kohn-Sham gap (eV) = 7.387
- E_LUMO (eV) = -0.330
- energy (eV) = -54710.255
- energy above the lowest of the compared OMol25 structures with the same formula, charge and spin (kcal/mol) = 622.2



Record 3
C28H44O22 | ωB97M-V with the def2-TZVPD basis set

Structure (ORCA input):
```
! RIJCOSX wB97M-V def2-TZVPD def2/J DEFGRID3
* xyz 0 1
C -11.6593 24.2193 -1.9502
C -12.0703 24.1436 -3.4192
C -11.1239 25.0099 -4.3344
O -10.0695 24.0780 -4.5870
C -10.5111 22.8044 -4.4066
O -9.8844 21.8335 -4.6924
O -11.7753 22.8528 -3.9786
H -12.2503 23.5324 -1.3549
H -11.9198 25.2533 -1.6901
H -10.5810 24.1088 -1.8575
H -13.1250 24.3710 -3.5496
H -10.7406 25.8287 -3.7341
H -11.6415 25.2600 -5.2576
C -15.5979 18.4754 -1.1255
C -14.8706 19.4245 -2.0598
C -15.1141 20.9135 -1.7005
O -13.8247 21.3982 -1.3487
C -12.8715 20.4517 -1.6348
O -11.7212 20.6998 -1.5860
O -13.4608 19.2718 -1.8140
H -15.3247 17.4425 -1.3556
H -16.6817 18.5273 -1.2134
H -15.2655 18.7099 -0.1153
H -15.0226 19.2548 -3.1229
H -15.7766 21.0415 -0.8451
H -15.5569 21.3994 -2.5690
C -9.4163 22.8295 -8.3649
C -8.1803 23.4908 -8.9377
C -7.5933 22.9050 -10.1943
O -7.5166 23.9984 -11.1497
C -7.9306 25.1279 -10.5302
O -7.9008 26.2072 -10.9634
O -8.4244 24.8597 -9.3140
H -9.1813 21.7845 -8.1765
H -10.2424 22.9829 -9.0615
H -9.6616 23.3568 -7.4432
H -7.4143 23.5731 -8.1591
H -8.2367 22.1618 -10.6801
H -6.6040 22.4489 -10.1652
C -12.6352 18.2175 -6.2006
C -12.4242 19.6746 -5.8484
C -12.6201 20.6501 -7.0391
O -13.6183 21.5431 -6.5487
C -14.1436 21.1273 -5.3958
O -15.1214 21.6018 -4.8761
O -13.4510 20.0857 -4.8934
H -12.2897 17.5790 -5.3929
H -12.1402 17.8922 -7.1169
H -13.6884 17.9401 -6.3155
H -11.4966 19.8142 -5.3002
H -13.0730 20.1469 -7.8975
H -11.6614 21.0594 -7.3485
C -16.1662 20.2039 -10.8620
C -15.2288 19.2234 -10.1701
C -15.7905 17.7814 -10.2249
O -14.5892 17.0288 -10.5915
C -13.5400 17.8546 -10.7808
O -12.4272 17.5170 -11.0051
O -13.9591 19.1505 -10.8033
H -16.3080 19.9239 -11.9030
H -15.7257 21.2062 -10.8482
H -17.0883 20.2994 -10.2897
H -15.0474 19.5342 -9.1341
H -16.4914 17.5388 -11.0189
H -16.1872 17.4862 -9.2562
C -9.6347 18.7844 -3.8188
C -8.9769 17.4374 -3.5611
C -7.5703 17.4244 -2.9604
O -7.7303 16.6499 -1.7617
C -8.9569 16.1379 -1.6857
O -9.3626 15.3684 -0.8913
O -9.7774 16.7379 -2.5995
H -10.7022 18.6753 -3.9680
H -9.1286 19.3489 -4.6025
H -9.5001 19.4428 -2.9533
H -8.9956 16.8953 -4.5151
H -7.1073 18.3849 -2.7322
H -6.8700 16.9513 -3.6528
C -10.1989 12.8480 -3.7753
C -10.9451 13.2917 -5.0240
C -11.9306 14.4827 -4.8429
O -11.5548 15.3777 -5.8878
C -10.4617 14.9373 -6.5575
O -10.0382 15.4244 -7.5633
O -9.9996 13.8014 -5.9760
H -10.8325 12.1186 -3.2627
H -9.9308 13.6728 -3.1298
H -9.3319 12.2702 -4.0945
H -11.4662 12.4519 -5.4899
H -11.8947 15.0132 -3.8930
H -12.9293 14.0724 -4.9959
O -16.5153 24.1009 -6.4761
H -16.7778 24.6108 -5.7016
H -15.6795 23.6846 -6.2212
*
```

Output
- Kohn-Sham gap (eV) = 11.128
- E_LUMO (eV) = 0.202
- energy (eV) = -74796.232
- structure (SMILES) = C[C@H]1COC(=O)O1.C[C@H]1COC(=O)O1.C[C@H]1COC(=O)O1.C[C@H]1COC(=O)O1.C[C@H]1COC(=O)O1.C[C@H]1COC(=O)O1.C[C@H]1COC(=O)O1.O



Record 4
C28H45B2INO14P3S | ωB97M-V with the def2-TZVPD basis set

Structure (ORCA input):
```
! RIJCOSX wB97M-V def2-TZVPD def2/J DEFGRID3
* xyz 0 1
C 1.1805 3.0004 1.1839
C 1.1129 1.7820 1.2750
C 0.9646 0.2255 1.5670
C -0.5596 -0.2452 1.6593
C -1.2266 -0.4453 2.9939
C -0.3552 -0.2147 4.2716
C 0.0251 1.2952 4.5632
C -1.1851 2.2202 4.9909
O -1.4589 3.1850 3.9532
C -2.8925 3.3495 3.8683
C -2.6730 -0.8492 3.0302
B -3.4149 -1.0213 4.4760
C -4.3872 0.1546 5.0063
O -3.1866 -2.1931 5.2378
C -3.4387 -1.0956 1.7751
C -2.7771 -0.9020 0.4382
C -1.3527 -0.4604 0.3794
B -0.6053 -0.2025 -1.0492
O -0.1900 1.0516 -1.4751
N -0.3790 -1.3508 -1.9833
C 1.0756 -1.6783 -2.1151
C -0.7622 -0.7863 -3.3340
C -3.6573 -1.1483 -0.8388
O -3.2701 -1.6366 -1.8674
C -5.1873 -0.7450 -0.6685
P -6.1842 -0.0787 -2.1320
S -6.0122 -1.2624 -3.6937
C -5.7896 -0.9180 0.5650
C -7.2904 -0.6008 0.9019
C -8.1590 -1.9234 0.6477
O -9.1768 -2.0415 1.2669
I -7.5380 -3.4415 -0.8008
C -4.9272 -1.5171 1.7531
O -5.4745 -2.2786 2.5242
H 1.2602 4.0688 1.4959
H 1.4977 0.0920 2.5556
H 1.5521 -0.4018 0.8305
H 0.6205 -0.7690 4.0949
H -0.7799 -0.6471 5.2179
H 0.7325 1.2730 5.4536
H 0.5859 1.8123 3.7400
H -0.8354 2.8249 5.8914
H -2.0828 1.6408 5.3400
H -3.3107 2.3990 3.4228
H -3.2925 3.5089 4.9092
H -3.0725 4.2347 3.1886
H -3.9103 0.7162 5.8713
H -4.6355 0.9197 4.2095
H -5.3723 -0.2570 5.3778
H -2.8414 -1.8655 6.0969
H -0.5923 1.7351 -0.8996
H 1.6672 -0.7136 -2.1509
H 1.4025 -2.3373 -1.2543
H 1.1954 -2.2201 -3.1022
H -1.6720 -0.1248 -3.2792
H -1.0414 -1.6652 -3.9933
H 0.1169 -0.2809 -3.8379
H -7.5754 -0.1260 -1.7704
H -5.7644 1.2250 -2.5192
H -7.3460 -0.2760 1.9849
H -7.6515 0.2639 0.2798
C 2.5205 2.5557 -1.7658
O 3.7793 2.8250 -2.3734
P 3.8415 3.9495 -3.6556
O 2.7924 4.8796 -3.0876
O 3.1448 2.8286 -4.6459
C 3.7845 1.5649 -4.7930
O 4.1570 5.0060 -4.9564
C 3.6069 4.7806 -6.2420
H 2.5975 1.6067 -1.2293
H 2.2764 3.3353 -1.0481
H 1.7303 2.4698 -2.5119
H 3.1907 0.8132 -4.2669
H 4.7977 1.5714 -4.3927
H 3.8180 1.3032 -5.8522
H 2.5231 4.6762 -6.1896
H 4.0592 3.9005 -6.7021
H 3.8472 5.6435 -6.8654
C 5.1494 -5.7657 -0.2210
O 5.5066 -4.5812 0.4796
P 4.8563 -3.1013 -0.0699
O 3.5133 -3.6788 -0.4620
O 5.9004 -3.1371 -1.3461
C 7.2995 -3.2130 -1.0746
O 4.3424 -1.5191 -0.4420
C 4.6991 -0.8910 -1.6615
H 5.8897 -6.5308 0.0256
H 4.1701 -6.1135 0.1061
H 5.1575 -5.6078 -1.3002
H 7.6542 -4.2122 -1.3352
H 7.5270 -3.0107 -0.0290
H 7.8192 -2.4861 -1.7015
H 4.4218 -1.5093 -2.5161
H 5.7666 -0.6648 -1.6752
H 4.1578 0.0554 -1.7231
*
```

Output
- Kohn-Sham gap (eV) = 5.622
- E_LUMO (eV) = -2.656
- energy (eV) = -108066.820
- structure (SMILES) = C#CCc1c(CCCOC)c(B(C)O)c2c(c1B(O)N(C)C)C(=O)C([PH2]=S)=C(CC(=O)I)C2=O.COP(=O)(OC)OC.COP(=O)(OC)OC



Record 5
C28H45BrMgN2P2 | ωB97M-V with the def2-TZVPD basis set

Structure (ORCA input):
```
! RIJCOSX wB97M-V def2-TZVPD def2/J DEFGRID3
* xyz 2 1
N 6.0852 1.3029 -8.4591
C 6.5845 1.3799 -7.2286
C 5.7919 1.3679 -6.0732
C 4.3899 1.2411 -6.1934
C 3.8715 1.2962 -7.5220
C 4.7622 1.2783 -8.6110
C 3.5175 0.9152 -5.0741
Mg -0.3978 -0.6728 -0.0115
P -2.8756 -4.4252 1.6703
C 2.2987 0.3653 -5.3070
C 1.4397 -0.2332 -4.3402
C 0.4051 -1.1314 -4.7483
C -0.1374 -2.0120 -3.8248
C 0.4271 -2.0186 -2.5462
C 1.1311 -0.9247 -2.0395
C 1.7152 -0.0458 -2.9665
Br -0.0607 -3.3191 -1.2304
H 3.9194 1.0332 -4.0711
H 2.0106 0.2413 -6.3489
H 6.2944 1.4027 -5.1157
H 2.7990 1.3080 -7.7546
H 7.6706 1.4263 -7.1689
H 4.3882 1.2198 -9.6395
H 0.1293 -1.2023 -5.8005
H 2.4664 0.6852 -2.6529
H -0.9803 -2.6457 -4.0896
H 1.3513 -0.7775 -0.9477
P -1.8466 0.9585 -1.0207
C -1.1827 -5.1059 1.7881
C -1.1447 -6.5887 1.4089
H -0.8328 -4.9520 2.8218
H -0.5852 -4.4977 1.0974
H -0.1218 -6.9644 1.5297
H -1.8056 -7.1840 2.0549
H -1.4367 -6.7588 0.3643
C -3.1402 -4.4883 -0.1355
C -4.6125 -4.5118 -0.4948
H -2.6471 -5.3888 -0.5126
H -2.6323 -3.6163 -0.5571
H -4.7075 -4.4485 -1.5825
H -5.0897 -5.4411 -0.1631
H -5.1656 -3.6754 -0.0557
C -2.6580 -2.6609 2.0732
C -2.9301 -2.4496 3.5683
H -3.3741 -2.0867 1.4620
H -1.6200 -2.4041 1.8177
H -3.1282 -1.3863 3.7547
H -3.8009 -3.0285 3.9130
H -2.0717 -2.7565 4.1803
C -2.4867 2.0024 0.3322
C -3.2773 3.2001 -0.1994
H -1.6393 2.3126 0.9671
H -3.1316 1.3592 0.9580
H -2.6180 4.0371 -0.4634
H -3.8853 2.9390 -1.0806
H -3.9546 3.5398 0.5942
C -3.2992 0.1699 -1.7675
C -3.3753 0.1983 -3.2886
H -4.1752 0.6539 -1.3110
H -3.2937 -0.8761 -1.4153
H -3.4120 1.2198 -3.6783
H -2.5357 -0.3247 -3.7573
H -4.2956 -0.3076 -3.5974
C -1.0986 2.0964 -2.2214
C -0.1880 3.1869 -1.6515
H -1.9323 2.5244 -2.7857
H -0.5256 1.4767 -2.9228
H 0.4005 3.6154 -2.4752
H -0.7528 4.0126 -1.1982
H 0.5224 2.8001 -0.9068
C 1.4661 1.4464 4.6248
C 1.0223 2.1194 3.3134
C 0.6431 1.1638 2.2985
N 0.3514 0.3698 1.4994
H 0.6447 0.8641 5.0578
H 1.7676 2.2007 5.3608
H 2.3079 0.7688 4.4407
H 0.1560 2.7759 3.5126
H 1.8341 2.7496 2.9163
*
```

Output
- Kohn-Sham gap (eV) = 6.549
- E_LUMO (eV) = -6.085
- energy (eV) = -126796.881
- energy above the lowest of the compared OMol25 structures with the same formula, charge and spin (kcal/mol) = 0.0



The lowest energy belongs to which entry? C28H45BrMgN2P2